A molecular structure, C17H12BiCl2N3O2. Source: OMol25; level of theory: wB97M-V/def2-TZVPD.

XYZ file:
```
37
Properties=species:S:1:pos:R:3:forces:R:3
Bi 0.0086 -0.1891 -1.0808 0.00 -0.12 -0.22
O 1.1618 7.5515 0.2528 0.10 0.01 -0.29
C 0.0046 7.5765 0.2104 0.00 -0.03 0.57
O -1.1529 7.5535 0.2435 -0.10 0.02 -0.29
C -0.0089 4.5365 0.3626 0.00 0.05 -0.09
C 1.2106 3.9640 0.1517 -0.02 0.12 0.06
C 1.1781 2.6477 -0.2834 0.09 -0.24 -0.09
N 0.0005 2.0169 -0.4859 0.00 0.10 0.01
C -1.1816 2.6428 -0.2949 -0.09 -0.23 -0.09
C -1.2238 3.9588 0.1405 0.02 0.11 0.06
C -2.4168 1.8676 -0.6007 0.26 0.08 0.02
C -3.6906 2.3804 -0.4537 -0.11 0.06 0.02
C -4.7763 1.5880 -0.8000 -0.05 0.06 0.02
C -4.5637 0.3077 -1.2812 0.00 -0.05 -0.03
C -3.2632 -0.1443 -1.3907 0.06 0.02 0.02
N -2.2205 0.6239 -1.0559 0.01 -0.08 0.08
C 2.4197 1.8779 -0.5770 -0.26 0.09 0.02
C 3.6898 2.3948 -0.4131 0.10 0.06 0.02
C 4.7824 1.6074 -0.7493 0.05 0.07 0.03
C 4.5800 0.3281 -1.2372 -0.01 -0.06 -0.03
C 3.2824 -0.1284 -1.3631 -0.06 0.02 0.02
N 2.2331 0.6349 -1.0379 0.00 -0.08 0.08
H 2.1354 4.5044 0.2932 -0.02 0.00 0.05
H -2.1523 4.4947 0.2744 0.02 0.00 0.05
H -3.8522 3.3789 -0.0763 -0.02 -0.01 -0.02
H -5.7817 1.9735 -0.6951 0.01 0.00 0.00
H -5.3854 -0.3333 -1.5670 0.01 0.00 0.01
H -3.0422 -1.1404 -1.7560 0.00 0.01 0.00
H 3.8431 3.3926 -0.0304 0.02 -0.01 -0.02
H 5.7851 1.9958 -0.6310 -0.01 0.00 0.00
H 5.4073 -0.3089 -1.5155 -0.01 0.00 0.01
H 3.0694 -1.1241 -1.7343 0.00 0.00 0.00
Cl 0.0005 -0.7571 2.3603 0.00 0.05 0.08
C -0.0055 -2.5367 2.3772 0.00 0.09 -0.03
Cl -0.0055 -3.2064 0.7374 0.00 -0.06 -0.05
H -0.9059 -2.8618 2.8812 -0.02 -0.02 0.01
H 0.8913 -2.8678 2.8837 0.02 -0.02 0.01
```
Forces are in eV/Å.

For the HOMO energy (alpha / beta), the calculation gives -15.773 / -14.379 eV. Its orbital gap (alpha / beta) is 0.2728 / 0.2638 hartree. The value obtained for the maximum force is 0.57 eV/Å. Its charge is +2.